Here is a molecular structure, C31H28Cl3GeHgN6O5 from the Open Molecules 2025 dataset. Energies are from ωB97M-V/def2-TZVPD.

Last column: Mulliken charge in e.
Cartesian coordinates (Å):
C1 0.93 -2.60 -2.19  0.68
C2 2.21 1.53 1.46  -0.01
C3 2.96 2.24 4.12  0.92
H1 -0.06 -4.09 3.74  0.53
C4 -4.03 1.88 -0.36  -0.51
N1 -0.09 2.18 2.07  -0.70
H2 0.31 3.42 6.67  0.39
C5 -2.97 -0.50 -1.42  -1.26
O1 0.77 -4.25 1.54  -0.83
C6 1.29 -3.10 -0.82  -1.17
O2 -2.38 0.12 -0.28  -0.17
C7 3.93 1.82 3.15  -1.01
H3 -5.38 3.54 -0.28  0.37
H4 -1.64 4.04 1.75  0.45
O3 -1.66 3.19 -2.36  -0.79
C8 -3.58 3.93 0.82  -0.72
N2 1.91 2.87 -1.93  0.32
H5 1.01 -4.15 -0.75  0.52
C9 0.49 -3.06 1.37  0.00
H6 4.97 1.78 3.46  0.37
N3 -0.54 -1.07 2.41  0.28
H7 -4.69 1.29 -0.98  0.37
H8 2.39 -3.08 -0.73  0.19
C10 -1.38 -1.11 4.65  -1.04
H9 -4.02 -0.76 -1.22  0.42
H10 -0.37 2.83 4.39  0.34
C11 1.39 -3.28 -3.31  -0.79
H11 -1.41 0.57 3.31  0.49
C12 -0.99 -2.43 4.78  -0.31
Hg1 0.22 -0.26 -0.11  2.54
Cl1 4.90 1.62 -1.92  -0.50
N4 0.21 -1.49 -2.31  0.35
O4 -0.31 1.43 -1.98  -0.01
H12 1.44 -3.32 -5.45  0.39
C13 1.07 -2.81 -4.57  -0.31
H13 -1.85 -0.57 5.45  0.45
H14 0.04 -1.25 -5.64  0.41
Cl2 2.66 0.96 -4.40  -0.53
C14 0.66 2.76 4.68  -0.56
H15 2.01 -4.16 -3.18  0.48
H16 1.88 2.19 -1.13  -0.18
N5 -0.62 1.69 1.04  1.72
C15 -0.39 -3.06 3.71  -0.70
C16 1.23 1.95 2.38  0.11
Ge1 3.67 -0.24 -2.64  0.58
C17 -0.57 2.65 -2.15  0.38
C18 -2.33 3.43 1.18  -0.73
C19 2.39 2.99 6.35  -0.54
N6 0.67 -2.36 0.25  -0.02
H17 0.51 4.23 -1.15  0.32
C20 -4.42 3.15 0.04  -0.76
C21 3.33 2.57 5.43  -0.89
C22 -0.10 -1.03 -3.52  -0.59
C23 1.61 2.32 3.72  0.56
H18 -3.87 4.93 1.12  0.39
C24 -2.80 1.38 0.02  0.50
H19 -0.65 -0.10 -3.54  0.41
H20 4.37 2.49 5.72  0.38
H21 2.12 2.33 -2.79  -0.04
O5 1.95 1.20 0.24  -0.59
H22 4.31 1.20 1.15  0.47
H23 2.69 3.24 7.36  0.38
H24 -1.16 -2.97 5.71  0.41
C25 -0.18 -2.34 2.53  0.40
H25 -2.91 0.17 -2.28  0.48
C26 1.05 3.08 5.96  -0.74
H26 0.66 4.25 -2.92  0.41
H27 2.73 3.46 -1.77  0.41
C27 0.30 -1.67 -4.68  -1.02
C28 -1.93 2.16 0.79  -0.35
H28 -2.40 -1.40 -1.61  0.24
C29 0.64 3.61 -2.04  -0.69
C30 -1.13 -0.47 3.44  -0.39
C31 3.58 1.50 1.89  -0.88
Cl3 5.29 -1.20 -3.91  -0.49

Properties
- 2S+1: 1
- Energy: -150044.495 eV
- Charge: -1
- E_HOMO: -5.33 eV
- ΔE to the lowest compared entry with this formula, charge and spin: 8.7 kcal/mol
- HOMO-LUMO gap: 7.1 eV
- Max |F|: 0.3 eV/Å
- M: 944.16 g mol⁻¹



Here is a molecular structure, C31H28BrN4O2PRhSe2 from the Open Molecules 2025 dataset. Energies are from ωB97M-V/def2-TZVPD.

Last column: natural (NBO) charge in e.
Cartesian coordinates (Å):
C1 1.90 -0.15 4.07  -0.13
N1 3.03 4.05 -2.82  -0.49
H1 -0.71 -2.37 2.62  0.22
H2 -1.90 0.60 4.74  0.23
C2 1.66 -0.55 2.73  -0.26
H3 -0.11 5.72 3.02  0.49
H4 -1.45 -3.44 -6.76  0.23
H5 3.01 -3.69 2.92  0.22
C3 3.38 2.82 -1.02  -0.06
C4 2.75 -2.67 3.20  -0.22
N2 -0.78 1.60 -1.00  -0.22
H6 1.55 0.86 4.33  0.21
C5 -1.72 1.21 -1.84  -0.04
H7 1.30 2.98 -3.48  0.23
C6 -2.38 -0.53 -5.21  -0.10
C7 0.41 -5.13 0.97  -0.24
C8 3.02 -2.23 4.50  -0.19
C9 -0.58 2.67 2.34  -0.15
H8 3.13 4.70 -3.58  0.44
C10 -0.69 3.87 3.03  0.32
H9 1.17 -5.46 0.28  0.22
O1 -0.10 4.95 2.41  -0.68
C11 2.11 3.07 -2.77  0.21
Se1 -0.13 -1.37 -0.26  -0.22
C12 0.34 -3.81 1.40  -0.27
C13 -1.46 -4.36 2.88  -0.20
P1 1.52 -2.56 0.75  0.76
C14 -1.50 0.50 -3.03  -0.08
H10 -2.77 1.41 -1.54  0.21
N3 -1.17 2.35 0.04  -0.43
C15 3.83 3.93 -1.70  -0.08
H11 0.33 3.68 0.68  0.20
C16 -0.11 2.68 0.92  0.21
H12 -3.22 1.15 -6.27  0.22
H13 -2.16 -4.06 3.66  0.22
Se2 2.79 -0.75 -0.55  0.15
H14 3.79 2.35 -0.14  0.24
C17 -0.53 -6.04 1.45  -0.21
H15 -2.15 2.60 0.18  0.40
C18 -1.45 -5.69 2.43  -0.18
H16 -0.86 0.52 2.50  0.22
C19 -2.33 -0.29 -7.63  -0.21
H17 -1.77 -2.46 -4.48  0.22
C20 -0.61 -3.42 2.34  -0.24
C21 -2.70 0.20 -6.38  -0.19
C22 -1.95 -1.86 -5.37  -0.19
H18 -1.35 -1.88 -8.73  0.23
Br1 0.38 -0.03 -3.59  0.09
O2 0.92 1.77 0.76  -0.65
H19 -2.21 2.83 5.88  0.23
H20 -3.58 0.47 -3.59  0.24
C23 -1.73 2.78 4.90  -0.17
C24 2.03 -1.83 2.37  -0.37
N4 2.25 2.35 -1.66  -0.53
H21 4.64 4.62 -1.48  0.24
C25 -0.96 1.49 3.00  -0.12
H22 -0.51 -7.06 1.07  0.22
C26 -2.55 0.16 -3.90  -0.15
H23 3.53 -2.94 5.15  0.22
C27 -1.57 1.54 4.25  -0.26
C28 -1.26 3.93 4.29  -0.29
C29 -1.73 -1.53 -7.76  -0.19
H24 -2.53 0.31 -8.50  0.22
H25 1.20 0.13 2.03  0.24
Rh1 1.00 0.79 -0.94  0.72
C30 2.62 -0.96 4.95  -0.23
H26 2.88 -0.62 5.95  0.23
C31 -1.68 -2.38 -6.64  -0.20
H27 -1.34 4.89 4.78  0.22
H28 -2.16 -6.41 2.85  0.23

Properties
- 2S+1: 5
- Energy: -255679.113 eV
- Charge: +1
- E_HOMO (alpha / beta): -10.04 / -10.24 eV
- HOMO-LUMO gap (alpha / beta): 7.1 / 5.5 eV
- Max |F|: 4.7 eV/Å
- M: 860.29 g mol⁻¹



Here is C5H10O2 in the gas phase from the Open Molecules 2025 dataset. Energies are from ωB97M-V/def2-TZVPD.

Last column: natural (NBO) charge in e.
Cartesian coordinates (Å):
C1 1.40 0.25 -0.12  -0.47
C2 -0.67 0.11 0.57  -0.26
C3 0.62 -0.71 0.80  0.11
H1 2.42 0.54 0.15  0.21
H2 -2.56 -0.76 -0.06  0.22
H3 0.48 1.96 0.90  0.18
H4 -1.87 0.32 -1.25  0.20
H5 0.96 -0.62 1.84  0.16
O1 0.54 -2.06 0.41  -0.71
C4 -1.62 -0.44 -0.50  -0.63
H6 -1.18 -1.31 -1.01  0.23
H7 1.39 -0.13 -1.15  0.21
H8 -0.42 1.49 -1.71  0.46
O2 -0.14 2.08 -0.99  -0.70
H9 -1.23 0.34 1.48  0.21
C5 0.26 1.27 0.08  0.11
H10 1.44 -2.42 0.41  0.47

Properties
- 2S+1: 1
- Energy: -9441.132 eV
- SMILES: C[C@@H]1[C@H](O)C[C@@H]1O
- E_HOMO: -10.00 eV
- ΔE to the lowest compared entry with this formula, charge and spin: 44.1 kcal/mol
- HOMO-LUMO gap: 10.8 eV
- Max |F|: 0.3 eV/Å
- M: 102.13 g mol⁻¹



Here is C4H2O2 in the gas phase from the Open Molecules 2025 dataset. Energies are from ωB97M-V/def2-TZVPD.

Last column: natural (NBO) charge in e.
Cartesian coordinates (Å):
H1 3.27 -0.14 -0.49  0.24
H2 -2.23 -0.05 0.99  0.13
C1 2.22 -0.06 -0.31  -0.09
C2 -0.34 0.47 0.06  0.41
C3 1.03 0.04 -0.13  -0.15
C4 -1.54 -0.46 0.24  0.36
O1 -0.63 1.64 0.07  -0.45
O2 -1.78 -1.44 -0.41  -0.46

Properties
- 2S+1: 1
- Energy: -8272.069 eV
- SMILES: C#CC(=O)C=O
- E_HOMO: -10.36 eV
- ΔE to the lowest compared entry with this formula, charge and spin: 10.6 kcal/mol
- HOMO-LUMO gap: 9.5 eV
- Max |F|: 0.6 eV/Å
- M: 82.06 g mol⁻¹



- Look up the M of the third one.
  102.13 g mol⁻¹